# 1
{"formula": "C49H47CeN9S2", "method": "ωB97M-V/def2-TZVPD", "symbols": ["Ce", "S", "S", "N", "N", "N", "N", "N", "N", "N", "N", "N", "C", "C", "C", "C", "C", "C", "C", "C", "C", "C", "C", "C", "C", "C", "C", "C", "C", "C", "C", "C", "C", "C", "C", "C", "C", "C", "C", "C", "C", "C", "C", "C", "C", "C", "C", "C", "C", "C", "C", "C", "C", "C", "C", "C", "C", "C", "C", "C", "C", "H", "H", "H", "H", "H", "H", "H", "H", "H", "H", "H", "H", "H", "H", "H", "H", "H", "H", "H", "H", "H", "H", "H", "H", "H", "H", "H", "H", "H", "H", "H", "H", "H", "H", "H", "H", "H", "H", "H", "H", "H", "H", "H", "H", "H", "H", "H"], "coordinates": [[0.059200, -0.163455, 0.058184], [2.101381, -0.480233, 2.125503], [2.140123, -3.155147, 0.074858], [-1.018982, 1.039583, 2.033429], [2.216685, -0.178716, -1.734045], [-0.737895, -2.527183, -1.240523], [0.847976, 2.270884, 0.017842], [-0.589183, 1.264043, -1.999049], [4.784988, -0.855333, -6.093361], [5.492346, 1.170842, -5.494294], [-2.530991, -0.206453, 0.101978], [-0.582300, -2.396129, 1.488393], [0.110502, 2.355428, -2.236257], [7.066681, -0.296020, -8.966610], [-3.581106, 1.540387, -2.034081], [5.196530, -3.774031, 2.507511], [3.194289, -1.162456, -3.695956], [-1.515058, -3.606573, -3.240381], [2.401801, -1.213375, -2.568653], [3.710393, 1.080857, -3.123280], [3.866320, 0.017690, -3.996023], [-2.319966, 1.193444, 2.014961], [-1.545936, -3.360749, -0.512125], [0.515086, 2.809618, -3.513916], [-1.371172, 0.679175, -3.076259], [0.924064, 5.399915, -1.921035], [-4.296589, 0.264797, -1.572966], [-3.327140, -5.030193, -0.336486], [-5.228876, 0.225427, 2.645562], [-5.262759, 1.471286, 3.246976], [1.245415, 5.198296, -3.263412], [-3.001429, 2.315374, 2.583771], [-0.725504, -2.672509, -2.544327], [-4.271500, 2.435184, 3.109619], [1.381084, 2.885049, 1.231633], [4.272020, -3.893154, 1.517749], [0.630802, 4.475555, -0.947630], [-2.431495, -3.982245, 1.639707], [3.225013, -1.765000, 2.199308], [0.290131, 3.181991, 2.260137], [7.518668, 0.980617, -8.588479], [-4.334826, -0.277418, 1.715319], [-1.530428, -3.257866, 0.908421], [0.595096, 3.043298, -1.003856], [-2.703356, 1.410033, -3.282082], [5.684617, -0.386942, -7.035426], [4.212744, -1.689632, 3.221242], [1.081404, 4.005438, -3.938998], [-3.340756, -4.860035, 1.016099], [-3.105961, 0.216973, 1.208988], [3.255025, -2.909781, 1.321370], [4.704992, 0.089156, -5.200018], [-2.423135, -4.280402, -1.125028], [7.067077, 1.595309, -7.438289], [5.164469, -2.652691, 3.371982], [6.143560, 0.886562, -6.674990], [-3.403283, -0.796543, -0.909405], [-2.376516, -4.388194, -2.532618], [2.884377, 0.938533, -2.021861], [-0.261968, 1.919584, 2.925630], [6.152173, -0.990811, -8.203016], [-3.259347, 0.890524, -4.071219], [4.189027, 2.037925, -3.285850], [5.801932, -1.974154, -8.487699], [-6.065766, -0.428929, 2.868493], [5.590623, 2.003407, -4.941358], [0.707443, 3.824300, 3.041158], [-0.517773, 3.736455, 1.773937], [1.368660, 4.017257, -4.986402], [-2.786498, -1.270915, -1.667045], [-2.478356, 2.412030, -3.659171], [-0.880328, 2.200661, 3.781824], [-2.394781, 3.208495, 2.651500], [-0.085190, -2.002330, -3.105426], [-3.031821, -5.092940, -3.030450], [7.448026, -0.739445, -9.876971], [-2.428885, -3.883356, 2.719038], [5.952439, -4.538116, 2.634242], [3.305572, -2.024191, -4.339157], [-2.977106, 1.930949, -1.212328], [1.933825, 3.797309, 0.994589], [0.948894, 6.430362, -1.580042], [8.237582, 1.493291, -9.213875], [-4.041689, -1.594545, -0.513979], [-4.501844, 3.412479, 3.522292], [-0.839968, 0.649195, -4.033942], [-4.001474, -5.724015, -0.822316], [5.902046, -2.556613, 4.158422], [1.905129, -2.136325, -2.306630], [2.754072, 1.761254, -1.333574], [2.093092, 2.185552, 1.675622], [-1.580291, -0.355886, -2.818992], [0.582964, 1.348417, 3.315181], [0.381821, 2.078764, -4.302319], [-4.347294, 2.290387, -2.243332], [0.447246, 4.884072, 0.037759], [7.416027, 2.577995, -7.148765], [-4.810177, -0.199634, -2.422565], [-4.038263, -5.419588, 1.625447], [-5.068632, 0.550214, -0.853610], [-1.448435, -3.661680, -4.318136], [-4.621004, -1.231729, 1.287536], [4.189388, -0.833113, 3.880862], [-0.606202, -2.409271, 2.500505], [-6.133891, 1.724878, 3.837207], [4.280991, -4.746822, 0.854132], [1.599059, 6.051394, -3.828227], [0.360732, -2.651725, 1.162600]], "forces_ev_per_angstrom": [[0.320, 0.050, 0.715], [-1.460, 0.953, -0.984], [-1.272, 0.320, -0.876], [0.314, -0.089, -0.641], [-0.192, 0.002, -0.183], [-0.068, 0.174, 0.106], [-0.200, -0.530, 0.110], [0.223, -0.745, 0.613], [0.046, -0.054, -0.053], [0.034, 0.112, 0.051], [0.830, -0.085, -0.155], [-0.572, 0.300, -0.229], [0.287, 0.522, 0.073], [-0.001, 0.018, 0.008], [0.014, -0.097, -0.046], [0.271, 0.551, 0.719], [0.020, 0.017, -0.035], [0.022, 0.024, -0.038], [-0.117, -0.089, -0.012], [0.025, 0.082, 0.034], [0.036, -0.060, -0.080], [-0.386, -0.168, -0.036], [0.025, 0.053, 0.082], [-0.200, -0.134, 0.126], [-0.103, -0.023, -0.003], [-0.001, 0.006, -0.041], [0.062, 0.039, 0.039], [0.011, 0.011, -0.027], [-0.014, 0.054, -0.019], [0.035, -0.005, -0.016], [-0.007, -0.040, 0.023], [0.067, -0.157, 0.037], [0.048, 0.003, -0.039], [0.029, -0.023, -0.010], [-0.013, -0.080, 0.184], [-0.679, 0.562, -0.250], [-0.006, -0.167, 0.011], [-0.070, -0.005, 0.083], [1.184, -1.765, -0.233], [-0.042, -0.049, -0.093], [-0.018, -0.025, -0.002], [0.098, -0.011, -0.149], [0.070, 0.186, 0.008], [-0.088, 0.107, -0.277], [0.002, 0.012, 0.046], [-0.007, -0.023, -0.016], [-0.703, 0.147, -0.486], [-0.058, 0.040, 0.019], [0.004, 0.008, 0.032], [-0.035, 0.271, 0.472], [0.889, 0.718, 1.324], [-0.062, 0.016, 0.067], [0.014, 0.017, -0.031], [-0.026, 0.005, 0.015], [0.485, -0.723, -0.142], [-0.007, -0.003, 0.000], [-0.014, 0.039, -0.129], [-0.024, -0.025, 0.017], [0.051, 0.062, 0.183], [0.182, 0.008, -0.033], [-0.008, -0.014, -0.010], [0.015, 0.032, -0.011], [0.000, -0.007, 0.035], [0.007, 0.011, 0.003], [0.003, -0.011, -0.023], [0.026, -0.033, -0.014], [0.004, -0.021, -0.005], [-0.011, 0.047, 0.024], [-0.020, -0.018, 0.005], [-0.002, -0.016, 0.009], [-0.011, -0.002, -0.003], [-0.022, -0.043, -0.005], [0.004, -0.002, 0.035], [-0.006, 0.000, -0.001], [0.003, 0.003, 0.001], [0.004, 0.008, 0.004], [-0.014, -0.034, -0.013], [0.039, 0.010, 0.044], [-0.016, 0.005, 0.030], [-0.027, 0.044, 0.011], [-0.004, -0.006, -0.048], [0.006, -0.015, 0.018], [0.000, -0.009, -0.003], [0.062, -0.024, 0.007], [0.026, 0.001, 0.003], [0.053, -0.056, 0.039], [0.010, 0.009, -0.002], [0.021, -0.022, 0.001], [0.051, 0.033, 0.078], [0.004, -0.012, -0.013], [-0.001, -0.009, -0.038], [0.026, -0.025, -0.004], [-0.020, -0.039, -0.001], [0.003, 0.014, -0.005], [-0.001, 0.010, 0.001], [0.038, 0.007, -0.003], [0.003, -0.005, -0.003], [-0.015, -0.004, 0.032], [0.010, 0.008, 0.016], [-0.013, 0.005, -0.018], [0.017, -0.007, 0.016], [-0.015, 0.011, 0.009], [0.004, 0.040, 0.053], [0.014, 0.149, -0.043], [0.005, -0.005, -0.010], [-0.035, -0.003, -0.051], [-0.011, -0.005, 0.007], [0.535, -0.311, 0.016]], "e_tot_ha": -3659.77356, "lumo_energy_ev": [-1.79, -1.79], "homo_ha": [-0.2279, -0.2280]}

# 2
{"formula": "C49H47Cl3GaN4O7S", "method": "ωB97M-V/def2-TZVPD", "symbols": ["Ga", "Cl", "Cl", "Cl", "S", "O", "O", "O", "O", "O", "O", "O", "N", "N", "N", "N", "C", "C", "C", "C", "C", "C", "C", "C", "C", "C", "C", "C", "C", "C", "C", "C", "C", "C", "C", "C", "C", "C", "C", "C", "C", "C", "C", "C", "C", "C", "C", "C", "C", "C", "C", "C", "C", "C", "C", "C", "C", "C", "C", "C", "C", "C", "C", "C", "C", "H", "H", "H", "H", "H", "H", "H", "H", "H", "H", "H", "H", "H", "H", "H", "H", "H", "H", "H", "H", "H", "H", "H", "H", "H", "H", "H", "H", "H", "H", "H", "H", "H", "H", "H", "H", "H", "H", "H", "H", "H", "H", "H", "H", "H", "H", "H"], "coordinates": [[0.242459, 0.265984, -0.294708], [-2.114694, 2.702155, -3.700150], [-4.610326, 2.686408, -2.251557], [-2.421242, 4.332399, -1.319207], [1.691914, 1.319366, -2.913532], [-3.052818, 1.209644, -0.306183], [-0.301494, -1.247760, -1.170870], [1.745417, 2.755738, -3.034303], [0.744231, 0.609978, -3.725327], [1.646881, 0.924528, -1.453820], [-1.080595, 1.407884, -1.364852], [1.546169, -0.495993, 0.817237], [-0.026945, 1.986511, 0.946198], [-1.025491, -1.361093, 1.578283], [-1.891412, 1.422983, 2.139154], [-1.130315, 3.619634, 2.254030], [-3.051754, 2.931138, 3.605990], [-1.832245, -1.933315, -5.178810], [-1.924034, -3.564766, 1.677148], [4.128997, -4.155094, 2.826378], [-3.099862, -1.001293, -2.907416], [3.828145, -1.806442, 3.269012], [3.568137, 1.257489, 1.480649], [3.302131, 0.707250, -3.356789], [-0.304769, -1.608506, 2.678566], [-0.244480, 4.688028, 1.823680], [-1.790989, -2.326175, 1.056941], [-1.649692, -4.638051, -1.576232], [7.193112, -0.717108, -4.486365], [1.054323, -5.077944, -1.211920], [4.714517, -0.480818, -4.885248], [-1.237781, -3.800477, 2.853836], [-1.157593, -5.933180, -1.559973], [-3.189607, 1.734988, 2.686220], [0.201737, -6.158961, -1.373854], [4.408191, 2.332758, 1.725880], [-0.403735, -2.817129, 3.356913], [4.439899, 2.925144, 2.982211], [0.881565, 3.024501, 0.438095], [2.376006, -2.922171, 1.732871], [-1.345568, -2.111227, -1.391011], [3.053959, -4.110711, 1.946506], [2.774379, 1.356643, 3.733401], [-1.352470, -2.270497, -3.923034], [-2.954693, -1.128136, -5.306005], [-3.585961, -0.662926, -4.163419], [0.663422, -0.550889, 3.096650], [-1.975325, -1.810420, -2.767098], [-0.800739, -3.547611, -1.396804], [-2.413920, -2.011491, -0.261347], [1.903661, -0.487267, 2.143206], [-2.395916, 4.050064, 2.821459], [3.617114, 2.433704, 3.984654], [2.740474, 0.753665, 2.478949], [2.744462, -1.754848, 2.399575], [-2.844076, 2.775559, -2.107834], [4.515625, -2.997135, 3.481332], [4.403328, 0.979828, -2.555340], [5.826376, -0.220930, -4.095881], [3.453797, -0.022457, -4.521191], [5.652139, 0.515535, -2.924188], [0.555900, -3.779458, -1.222780], [1.107474, 4.111688, 1.466881], [-2.292322, 1.649877, -1.158910], [-0.989492, 2.352052, 1.739857], [0.194739, -2.986767, 4.242237], [1.757045, 4.890831, 1.065852], [7.857838, 0.114280, -4.730481], [-1.788844, 0.532165, 1.665208], [-3.327093, -0.857449, -6.286460], [2.117758, -5.239183, -1.079688], [-1.317386, -2.292083, -6.061762], [4.831660, -1.060449, -5.793856], [-0.668857, 5.209829, 0.955644], [4.152535, -0.912380, 3.786450], [6.508668, 0.717772, -2.290414], [0.998042, -0.758999, 4.114521], [1.205397, -2.923647, -1.097530], [1.564500, -2.882207, 1.019328], [4.666676, -5.081290, 2.988781], [0.463726, 3.448836, -0.479450], [-2.707638, -4.471291, -1.747809], [-0.177317, 5.409224, 2.643505], [-3.905901, 1.952436, 1.883775], [2.578977, -0.241177, -5.118251], [-4.024631, 3.253652, 3.979013], [-2.769614, -0.982132, -0.233846], [-2.189425, 4.908658, 3.464370], [0.590034, -7.170130, -1.364422], [7.139508, -1.370669, -5.356623], [-3.254597, -2.673847, -0.472988], [3.519941, 0.792562, 0.503846], [5.363412, -3.011266, 4.155884], [-1.326825, -4.755018, 3.358289], [-4.450608, -0.015398, -4.242357], [-0.461295, -2.880708, -3.842265], [1.817403, 2.555571, 0.155629], [-2.547293, -4.325604, 1.226845], [2.742489, -5.003061, 1.416650], [5.093070, 3.767098, 3.175225], [-3.607045, -0.609262, -2.038373], [-2.420877, 2.665674, 4.458055], [1.582359, 3.690687, 2.356959], [-3.550223, 0.857457, 3.225219], [4.270306, 1.545727, -1.643135], [0.177478, 0.422248, 3.077619], [-3.075215, 4.392387, 2.027771], [-1.832362, -6.769270, -1.701113], [3.626397, 2.890476, 4.967138], [5.036732, 2.714862, 0.930136], [7.655082, -1.276462, -3.671269], [2.145984, 0.989972, 4.534237]], "forces_ev_per_angstrom": [[-0.280, 0.182, 0.338], [0.005, 0.042, 0.009], [-0.003, -0.010, -0.002], [0.012, -0.023, 0.033], [-0.003, -0.051, 0.234], [-0.160, -0.053, -0.202], [0.260, -0.120, -0.094], [0.019, 0.031, -0.012], [-0.004, 0.030, -0.061], [-0.107, -0.058, -0.183], [-0.050, -0.118, -0.234], [0.082, -0.102, -0.086], [0.524, -0.067, -0.195], [-0.007, 0.018, 0.002], [0.318, -0.106, 0.402], [0.058, -0.067, 0.000], [0.069, -0.045, 0.013], [0.018, -0.023, 0.026], [-0.022, 0.009, 0.009], [-0.014, -0.008, -0.021], [0.020, -0.089, -0.005], [-0.063, 0.001, 0.102], [0.056, 0.023, -0.022], [-0.001, 0.030, -0.074], [-0.027, -0.044, -0.022], [0.012, 0.032, -0.013], [0.050, 0.025, 0.058], [0.013, 0.004, -0.031], [-0.011, -0.001, 0.004], [0.000, 0.006, -0.009], [0.018, 0.002, 0.003], [0.006, -0.037, -0.008], [0.002, -0.002, 0.001], [-0.105, 0.067, -0.052], [-0.003, 0.000, 0.010], [-0.020, -0.011, -0.008], [0.028, 0.012, -0.020], [-0.028, 0.010, 0.018], [-0.002, 0.069, 0.123], [0.021, 0.000, -0.074], [-0.049, 0.001, -0.052], [0.043, -0.014, 0.032], [-0.025, 0.014, -0.036], [0.106, 0.043, -0.031], [-0.026, 0.010, 0.020], [0.009, -0.007, -0.038], [0.032, 0.010, 0.052], [-0.091, 0.125, 0.063], [-0.034, -0.057, -0.035], [-0.025, 0.097, -0.042], [-0.098, 0.033, 0.008], [-0.092, 0.020, -0.031], [0.022, 0.018, -0.022], [0.053, -0.048, 0.034], [0.011, -0.055, -0.062], [-0.038, -0.036, -0.102], [0.004, 0.014, 0.006], [-0.007, 0.001, -0.015], [0.005, -0.004, -0.016], [0.000, -0.043, 0.046], [-0.001, 0.000, 0.015], [-0.036, -0.026, 0.006], [-0.051, -0.024, 0.003], [0.067, 0.121, 0.087], [-0.382, 0.031, -0.036], [0.003, 0.011, 0.009], [0.001, 0.000, -0.017], [0.004, 0.003, -0.002], [-0.075, 0.053, 0.013], [0.003, 0.008, 0.000], [0.007, -0.004, 0.000], [0.002, -0.002, -0.005], [-0.006, -0.002, -0.009], [-0.006, 0.017, 0.020], [0.002, 0.018, -0.007], [0.003, 0.007, 0.009], [0.000, 0.037, 0.011], [0.002, 0.011, -0.035], [-0.014, 0.041, 0.061], [0.003, -0.004, 0.002], [-0.012, -0.012, -0.060], [-0.005, 0.005, -0.009], [0.013, -0.020, 0.004], [0.040, -0.034, 0.007], [-0.007, 0.003, -0.013], [-0.009, -0.002, -0.021], [-0.042, -0.009, -0.012], [0.014, -0.013, 0.013], [0.004, -0.004, 0.000], [0.003, -0.001, -0.007], [0.013, -0.017, 0.028], [0.009, -0.014, -0.022], [0.003, -0.001, 0.005], [-0.002, 0.000, 0.003], [-0.009, 0.004, 0.002], [-0.003, 0.002, 0.025], [0.016, 0.003, 0.059], [0.008, 0.004, -0.006], [-0.003, -0.008, 0.006], [0.007, 0.003, 0.000], [-0.034, 0.034, 0.069], [-0.024, 0.022, 0.026], [0.029, 0.002, -0.010], [0.014, 0.007, 0.012], [0.002, 0.025, 0.022], [-0.042, 0.043, 0.003], [0.016, 0.014, -0.006], [-0.004, -0.001, 0.000], [-0.002, 0.000, 0.005], [0.013, 0.005, -0.001], [0.006, -0.004, 0.006], [-0.018, -0.005, 0.010]], "e_tot_ha": -6344.98006, "lumo_energy_ev": 2.40, "homo_ha": -0.2214, "total_charge": -1}